Entry 1:
The following is a quantum chemistry calculation of one molecule with the formula C4H7NO, from OMol25.

Output
Structure (SMILES): C=CO[C@H]1CN1
Highest occupied orbital energy: -0.3350 Eh
Frontier orbital gap: 10.19 eV
LUMO energy: 1.1 eV

CARTESIAN COORDINATES (ANGSTROEM)
C1 -0.96 1.76 0.62
C2 -0.69 1.47 -0.65
O1 0.00 0.39 -1.12
C3 0.01 -0.73 -0.30
C4 1.18 -1.62 -0.37
N1 0.95 -0.75 0.80
H1 -1.54 2.65 0.85
H2 -0.56 1.17 1.44
H3 -1.03 2.09 -1.48
H4 -0.98 -1.14 -0.13
H5 2.03 -1.32 -0.98
H6 1.02 -2.69 -0.27
H7 0.57 -1.28 1.58

Here are the natural (NBO) charges for atoms 1 to 6, given in e:
1. C -0.52
2. C 0.15
3. O -0.50
4. C 0.20
5. C -0.27
6. N -0.60

=====

Entry 2:
The following is a quantum chemistry calculation of one molecule with the formula C4H7NO at a distorted geometry, from OMol25.

Output
Structure (SMILES): CCCN=C=O
Highest occupied orbital energy: -0.3654 Eh
Frontier orbital gap: 10.65 eV
LUMO energy: 0.7 eV

CARTESIAN COORDINATES (ANGSTROEM)
C1 0.82 -0.68 1.08
C2 -0.26 -1.08 0.06
C3 -0.95 0.27 -0.10
N1 0.06 1.31 -0.31
C4 0.27 1.78 -1.40
O1 0.65 2.31 -2.37
H1 1.09 0.52 0.67
H2 1.74 -1.25 1.00
H3 0.41 -0.82 2.10
H4 -1.02 -1.84 0.34
H5 0.16 -1.39 -0.90
H6 -1.52 0.36 -1.02
H7 -1.45 0.50 0.86

Here are the natural (NBO) charges for atoms 1 to 6, given in e:
1. C -0.66
2. C -0.42
3. C -0.21
4. N -0.58
5. C 0.87
6. O -0.50

=====

Entry 3:
The following is a quantum chemistry calculation of a 2-piece molecular cluster, C4H7NO overall, from OMol25.

Output
Structure (SMILES): C1=CN1.C=CO
Highest occupied orbital energy: -0.3186 Eh
Frontier orbital gap: 9.79 eV
LUMO energy: 1.1 eV

CARTESIAN COORDINATES (ANGSTROEM)
C1 -1.14 -0.42 1.04
C2 -1.99 0.38 0.53
N1 -1.43 -0.64 -0.42
H1 -0.42 -0.78 1.75
H2 -2.58 1.28 0.45
H3 -2.09 -1.42 -0.50
C3 1.76 -0.53 -0.17
C4 1.55 0.77 -0.33
O1 0.52 1.35 -0.98
H4 2.62 -0.89 0.38
H5 1.09 -1.26 -0.60
H6 2.23 1.52 0.07
H7 -0.12 0.64 -1.21

Here are the natural (NBO) charges for atoms 1 to 6, given in e:
1. C -0.05
2. C -0.07
3. N -0.68
4. H 0.24
5. H 0.24
6. H 0.33

=====

Entry 4:
The following is a quantum chemistry calculation of C4H7NO as an isolated structure at a distorted geometry, from OMol25.

Output
Highest occupied orbital energy (spin up / spin down): -0.3408 / -0.3407 Eh
Frontier orbital gap (spin up / spin down): 8.56 / 8.56 eV
LUMO energy (spin up / spin down): -0.7 / -0.7 eV

CARTESIAN COORDINATES (ANGSTROEM)
C1 1.05 -0.80 -0.79
C2 1.03 0.58 -0.24
C3 -0.03 1.08 0.49
N1 -0.63 0.13 1.42
C4 -1.71 -0.36 0.91
O1 -2.12 -0.09 -0.28
H1 1.53 -1.47 -0.07
H2 1.63 -0.83 -1.72
H3 0.02 -1.16 -0.96
H4 1.94 1.17 -0.37
H5 0.04 2.11 0.84
H6 -1.05 0.92 -0.37
H7 -2.28 -1.03 1.57

Here are the natural (NBO) charges for atoms 1 to 6, given in e:
1. C -0.70
2. C 0.12
3. C -0.37
4. N -0.54
5. C 0.41
6. O -0.68

=====

Entry 5:
The following is a quantum chemistry calculation of one molecule with the formula C4H7NO at a distorted geometry, from OMol25.

Output
Structure (SMILES): O[C@H]1CCC=N1
Highest occupied orbital energy: -0.3408 Eh
Frontier orbital gap: 10.25 eV
LUMO energy: 1.0 eV

CARTESIAN COORDINATES (ANGSTROEM)
O1 2.39 0.38 -0.41
C1 1.46 0.01 0.52
C2 -0.16 0.86 0.33
C3 -1.00 -0.22 -0.21
C4 -0.16 -1.48 -0.15
N1 1.02 -1.38 0.23
H1 2.74 -0.38 -1.00
H2 1.72 0.16 1.57
H3 -0.10 1.72 -0.36
H4 -0.41 1.13 1.41
H5 -1.08 -0.12 -1.24
H6 -1.85 -0.42 0.49
H7 -0.44 -2.48 -0.49

Here are the natural (NBO) charges for atoms 1 to 6, given in e:
1. O -0.73
2. C 0.27
3. C -0.45
4. C -0.52
5. C 0.15
6. N -0.46

=====

Entry 6:
The following is a quantum chemistry calculation of one molecule with the formula C4H7NO, from OMol25.

Output
Highest occupied orbital energy: -0.2978 Eh
Frontier orbital gap: 8.84 eV
LUMO energy: 0.7 eV

CARTESIAN COORDINATES (ANGSTROEM)
C1 -0.11 1.12 1.61
C2 -0.59 0.45 0.34
O1 -1.74 0.34 0.01
N1 0.47 -0.08 -0.44
C3 0.21 -0.78 -1.72
C4 0.59 -1.78 -0.68
H1 -0.98 1.41 2.20
H2 0.51 0.42 2.19
H3 0.49 2.00 1.37
H4 0.93 -0.50 -2.48
H5 -0.82 -0.61 -2.02
H6 1.42 0.09 -0.16
H7 -0.35 -2.10 -0.21

Here are the natural (NBO) charges for atoms 1 to 6, given in e:
1. C -0.72
2. C 0.70
3. O -0.54
4. N -0.54
5. C -0.29
6. C -0.32

=====

Entry 7:
The following is a quantum chemistry calculation of one molecule with the formula C4H7NO at a distorted geometry, from OMol25.

Output
Structure (SMILES): C[C@H]1NCC1=O
Highest occupied orbital energy: -0.3324 Eh
Frontier orbital gap: 9.96 eV
LUMO energy: 0.9 eV

CARTESIAN COORDINATES (ANGSTROEM)
C1 0.50 1.05 -1.36
C2 -0.23 0.52 -0.12
N1 -1.01 -0.80 -0.06
C3 -0.35 -1.16 1.20
C4 0.51 0.11 1.15
O1 1.43 0.52 1.80
H1 -0.20 1.51 -2.05
H2 1.05 0.27 -1.89
H3 1.25 1.82 -1.10
H4 -1.24 0.85 0.11
H5 -0.96 -1.40 -0.86
H6 0.25 -2.06 1.10
H7 -1.02 -1.24 2.07

Here are the natural (NBO) charges for atoms 1 to 6, given in e:
1. C -0.64
2. C -0.21
3. N -0.64
4. C -0.34
5. C 0.59
6. O -0.51

=====

Entry 8:
The following is a quantum chemistry calculation of C4H7NO2 as an isolated structure at a distorted geometry, from OMol25.

Output
Highest occupied orbital energy: -0.2952 Eh
Frontier orbital gap: 8.83 eV
LUMO energy: 0.8 eV

CARTESIAN COORDINATES (ANGSTROEM)
C1 -0.51 0.04 -0.86
C2 0.06 -0.34 0.34
C3 1.53 0.84 -0.48
C4 0.38 -0.91 1.45
O1 -1.98 -0.98 -0.49
O2 -3.08 -0.05 -0.37
N1 2.50 0.76 0.30
H1 -3.60 -0.46 0.34
H2 3.33 1.30 0.03
H3 -0.98 1.02 -0.92
H4 -0.21 -0.46 -1.78
H5 1.49 1.46 -1.39
H6 1.38 -0.67 1.84
H7 -0.30 -1.56 1.98

Here are the natural (NBO) charges for atoms 1 to 6, given in e:
1. C -0.17
2. C 0.13
3. C 0.07
4. C -0.43
5. O -0.43
6. O -0.50

=====

Entry 9:
The following is a quantum chemistry calculation of one molecule with the formula C4H7NO2, from OMol25.

Output
Structure (SMILES): C/N=C1\COCO1
Highest occupied orbital energy: -0.3583 Eh
Frontier orbital gap: 10.59 eV
LUMO energy: 0.8 eV

CARTESIAN COORDINATES (ANGSTROEM)
C1 -0.68 -0.37 -2.21
N1 0.21 0.53 -1.47
C2 0.30 0.39 -0.23
C3 -0.40 -0.54 0.76
O1 0.42 -0.49 1.90
C4 1.06 0.76 1.87
O2 1.15 1.15 0.52
H1 -0.30 -1.40 -2.20
H2 -1.71 -0.37 -1.81
H3 -0.74 -0.06 -3.26
H4 -0.44 -1.57 0.40
H5 -1.42 -0.20 0.99
H6 2.06 0.65 2.31
H7 0.48 1.52 2.43

Here are the natural (NBO) charges for atoms 1 to 6, given in e:
1. C -0.44
2. N -0.46
3. C 0.53
4. C -0.18
5. O -0.51
6. C 0.23

=====

Entry 10:
The following is a quantum chemistry calculation of C4H7NO2 as an isolated structure, from OMol25.

Output
Highest occupied orbital energy: -0.2832 Eh
Frontier orbital gap: 8.18 eV
LUMO energy: 0.5 eV

CARTESIAN COORDINATES (ANGSTROEM)
C1 0.94 -1.25 -0.02
C2 0.39 0.09 -0.61
C3 0.91 1.32 0.19
O1 0.38 0.22 -1.88
C4 -0.87 0.35 0.28
O2 -0.39 1.20 1.13
N1 -2.10 -0.11 0.18
H1 1.98 -1.34 -0.34
H2 0.89 -1.34 1.08
H3 0.37 -2.07 -0.47
H4 0.74 2.23 -0.37
H5 1.91 1.29 0.66
H6 -2.87 0.14 0.78
H7 -2.27 -0.71 -0.62

Here are the natural (NBO) charges for atoms 1 to 6, given in e:
1. C -0.66
2. C 0.23
3. C -0.06
4. O -0.83
5. C 0.65
6. O -0.47